Entry 1:
105
Properties=species:S:1:pos:R:3:forces:R:3:mulliken_charge:R:1 method="wB97M-V/def2-TZVPD" de_lowest_kcal_mol=21.7 energy_ha=-5290.175758 molar_mass_g_mol=842.69 charge=-1 largest_force_ha_per_bohr=0.0517
K -15.220 -11.436 11.764 -0.060 -0.244 0.022 0.787
N -11.819 -12.027 8.286 0.279 -0.259 -0.076 0.050
C -12.196 -11.723 9.547 -0.738 -0.519 -1.200 -0.491
N -13.444 -12.085 9.716 -0.233 0.188 0.622 0.319
C -13.811 -12.630 8.549 0.491 -0.958 -1.572 -0.136
N -12.837 -12.663 7.619 -0.197 0.834 1.324 -0.742
C -15.150 -13.240 8.300 0.087 -0.095 -0.453 0.361
C -15.515 -13.750 7.037 -0.663 0.564 0.771 -0.550
N -16.732 -14.255 6.845 0.607 -0.280 0.198 -0.678
C -17.546 -14.304 7.901 0.033 0.107 -0.206 -0.744
C -17.221 -13.749 9.126 0.420 -0.194 0.001 -0.522
N -16.002 -13.256 9.314 0.257 0.606 0.256 0.859
H -10.908 -11.872 7.839 -0.908 -0.239 0.354 0.217
H -11.634 -11.283 10.322 0.868 0.479 0.495 0.565
H -14.866 -13.669 6.187 0.261 -0.057 -0.190 0.530
H -18.473 -14.814 7.735 -0.533 0.016 0.031 0.516
H -17.896 -13.696 9.981 0.075 -0.106 -0.277 0.569
S -15.807 -15.564 11.607 -0.227 -0.558 0.524 0.364
C -17.160 -16.755 11.505 0.674 0.337 0.077 0.007
C -17.025 -17.939 10.808 -0.103 0.235 -0.895 -0.699
C -18.129 -18.771 10.643 0.461 -0.417 0.630 -0.680
C -19.308 -18.555 11.364 0.510 0.696 -1.005 -0.643
C -19.423 -17.361 12.081 -0.500 -0.914 0.134 -0.571
C -18.362 -16.486 12.120 -0.508 1.120 1.111 0.191
H -16.094 -18.113 10.271 -0.180 -0.171 0.134 0.442
H -17.974 -19.636 10.007 -0.361 -0.071 0.096 0.375
H -20.140 -19.217 11.193 -0.214 -0.149 0.292 0.365
H -20.334 -17.139 12.645 0.292 -0.017 -0.288 0.406
H -18.476 -15.569 12.711 0.153 -0.363 -0.400 0.083
C -18.373 -13.141 13.595 -0.611 1.113 0.121 -2.092
C -18.010 -11.918 13.975 -1.320 0.955 -1.577 0.654
C -18.717 -10.670 13.344 0.223 -1.106 0.807 0.586
C -17.964 -9.404 13.518 0.754 -0.065 0.833 -0.491
C -17.014 -9.288 14.455 0.535 0.654 -0.305 -1.044
C -16.472 -10.371 15.368 0.646 0.330 -2.375 -0.127
C -16.911 -11.770 14.956 -0.332 -1.650 2.059 -0.460
H -19.188 -13.387 12.923 0.266 0.133 0.053 0.378
H -17.882 -13.918 14.080 0.797 -1.628 0.626 0.477
H -19.691 -10.477 13.833 0.179 -0.498 0.029 0.484
H -18.280 -8.576 12.872 0.403 -0.223 0.323 0.436
H -16.421 -8.378 14.539 -0.383 0.161 -0.039 0.423
H -16.443 -10.018 16.380 -0.187 -0.248 0.699 0.454
H -17.205 -12.421 15.809 0.217 0.380 -0.158 0.530
C -12.364 -18.311 16.670 -1.011 -0.135 0.407 -1.381
C -13.748 -18.292 15.975 0.410 0.969 0.444 -0.293
C -13.596 -18.571 14.503 -0.245 0.420 -1.380 -0.627
C -14.851 -18.236 13.668 1.106 0.537 -1.152 -0.850
Ge -15.137 -16.239 13.669 -0.050 -0.273 0.517 -0.050
C -13.565 -15.082 14.101 -0.358 -1.412 0.186 -0.315
C -12.767 -14.747 12.886 0.198 0.434 -1.171 0.012
C -12.118 -15.890 12.093 0.207 0.639 0.582 -0.026
C -11.569 -15.428 10.743 -0.334 -0.630 0.029 -1.184
H -12.362 -18.060 17.732 -0.461 -0.167 0.094 0.374
H -11.773 -17.526 16.241 0.717 0.076 -0.565 0.306
H -11.919 -19.314 16.587 0.134 0.455 -0.255 0.332
H -14.322 -17.351 16.137 0.681 -0.277 0.041 0.185
H -14.394 -19.052 16.374 -0.319 -0.512 0.370 0.489
H -13.364 -19.616 14.414 0.166 -0.778 -0.228 0.638
H -12.758 -18.053 13.992 -0.128 -0.023 0.726 0.054
H -15.723 -18.680 14.084 -0.867 -0.424 0.390 0.620
H -14.759 -18.622 12.609 -0.007 0.476 1.063 0.252
H -16.290 -16.062 14.748 0.339 0.189 -0.578 -0.016
H -12.887 -15.580 14.820 -0.589 0.229 0.084 0.296
H -14.014 -14.178 14.495 0.056 0.166 0.388 0.094
H -12.061 -13.978 13.173 0.607 0.063 -0.072 0.778
H -13.396 -14.225 12.178 -0.484 0.317 -0.327 -0.617
H -12.847 -16.675 11.953 -0.281 -0.391 -0.099 -0.013
H -11.311 -16.277 12.710 0.218 -0.411 0.028 0.407
H -12.343 -14.842 10.236 0.077 -0.200 -0.208 0.034
H -11.260 -16.300 10.113 -0.180 0.832 0.414 0.392
H -10.734 -14.762 10.917 0.385 0.120 -0.145 0.368
N -15.522 -12.152 14.527 0.138 2.482 -0.085 -0.081
C -15.131 -10.901 14.820 -0.195 -1.329 -0.139 0.455
C -13.903 -10.210 14.569 -0.462 -0.548 0.488 0.495
C -12.897 -10.790 13.788 -0.919 0.329 0.239 -0.445
N -12.236 -11.316 13.007 0.940 -0.480 -0.678 -0.674
C -13.774 -8.959 15.185 -0.137 -0.235 -0.298 -0.079
N -13.853 -7.943 15.715 0.212 0.890 0.474 -0.717
C -22.541 -10.266 6.734 -0.093 -0.029 0.771 -1.499
C -21.167 -10.496 7.412 -0.144 -1.096 -0.231 -0.209
N -20.238 -9.385 7.265 1.281 -0.540 0.817 0.144
C -20.065 -9.056 5.881 -1.482 0.664 -1.522 -0.746
C -19.605 -10.107 4.858 0.452 0.597 0.157 -1.179
C -18.913 -9.625 7.910 -0.302 0.444 -1.834 -0.391
O -17.921 -9.538 7.162 -0.481 -0.210 0.964 -0.755
C -18.922 -9.918 9.291 0.363 -0.834 -0.391 0.289
C -19.937 -9.466 10.179 -0.420 0.781 -0.774 -0.267
C -19.976 -9.862 11.430 0.237 -0.906 0.486 -1.151
C -19.027 -10.945 11.875 -0.366 0.249 0.673 0.051
N -17.767 -10.996 11.126 -0.784 -0.348 -0.038 0.184
C -17.842 -10.612 9.887 0.474 0.676 0.269 -0.453
H -23.265 -11.055 7.037 0.485 0.516 0.039 0.413
H -22.458 -10.355 5.657 -0.017 0.229 -0.201 0.290
H -22.955 -9.265 7.007 0.264 -0.723 -0.233 0.297
H -20.698 -11.417 6.969 -0.438 0.429 0.141 0.214
H -21.295 -10.755 8.461 -0.065 0.317 0.063 0.507
H -19.379 -8.245 5.780 0.483 0.667 0.270 0.514
H -21.064 -8.657 5.513 1.072 -0.342 0.352 0.444
H -18.643 -10.560 5.111 -0.280 -0.025 0.115 0.274
H -19.476 -9.578 3.914 0.095 0.110 -0.129 0.413
H -20.355 -10.837 4.662 -0.555 -0.914 0.007 0.308
H -20.596 -8.675 9.856 -0.191 0.113 -0.257 0.495
H -20.644 -9.411 12.137 -0.279 0.104 0.350 0.436
H -19.521 -11.948 11.905 0.157 0.660 -0.655 -0.023
H -16.905 -10.748 9.341 -0.260 0.132 -0.395 0.428

---

Entry 2:
100
Properties=species:S:1:pos:R:3:forces:R:3:mulliken_charge:R:1 method="wB97M-V/def2-TZVPD" de_lowest_kcal_mol=5.3 energy_ha=-3175.756900 molar_mass_g_mol=721.91 charge=0 largest_force_ha_per_bohr=0.0148
Sc 0.285 0.036 -0.250 0.229 -0.418 -0.595 -1.940
C 2.494 -2.582 2.721 -0.009 0.022 -0.032 -0.609
C 2.005 -3.421 1.541 0.003 -0.031 0.018 0.203
C 2.380 -2.796 0.203 -0.183 0.092 0.098 -1.133
C 0.521 -3.740 1.617 0.030 0.009 -0.038 1.016
C 0.183 -5.086 1.733 0.020 -0.017 -0.007 -1.050
C -1.131 -5.503 1.826 -0.013 0.028 -0.005 -1.453
C -2.136 -4.556 1.788 0.034 -0.025 -0.033 -0.771
C -1.850 -3.202 1.654 -0.077 -0.044 -0.003 1.164
C -3.017 -2.228 1.649 0.017 0.050 -0.057 1.357
C -3.501 -1.930 3.073 0.030 0.026 0.049 -1.643
C -4.210 -2.726 0.823 0.011 0.005 0.033 -1.835
C -0.505 -2.783 1.573 0.062 -0.014 -0.043 -1.168
N -0.264 -1.367 1.471 -0.040 0.358 -0.103 2.783
C -0.449 -0.730 2.649 0.010 0.049 0.018 -0.306
O -0.425 -1.199 3.783 0.012 -0.003 -0.028 -0.746
C -0.825 0.728 2.489 -0.150 -0.094 0.027 0.168
C -1.459 1.444 3.490 0.169 0.055 -0.013 -0.974
C -1.901 2.729 3.198 -0.021 -0.022 -0.030 -0.801
C -1.705 3.261 1.931 0.123 0.007 0.021 -0.818
C -1.059 2.479 0.989 -0.069 0.003 0.004 0.136
N -0.653 1.246 1.276 -0.211 0.295 0.360 1.391
C -0.837 2.913 -0.440 -0.100 -0.035 -0.017 -0.837
O -1.134 4.060 -0.758 -0.026 -0.054 0.020 -0.747
N -0.337 1.925 -1.208 -0.067 0.016 0.338 3.146
C -0.307 2.241 -2.610 0.105 -0.116 0.038 -0.971
C 0.765 2.908 -3.214 -0.037 0.112 -0.030 0.744
C 0.692 3.145 -4.588 -0.045 0.027 -0.007 -0.960
C -0.384 2.744 -5.351 0.000 -0.026 0.044 -1.508
C -1.441 2.097 -4.736 0.037 -0.021 0.036 -0.732
C -1.422 1.845 -3.371 -0.067 -0.043 -0.102 0.923
C -2.638 1.208 -2.722 0.019 -0.032 0.059 2.620
C -3.335 0.188 -3.623 0.021 0.015 0.013 -2.049
C -3.642 2.282 -2.287 0.024 -0.030 -0.008 -1.649
C 2.019 3.489 -2.558 0.000 -0.026 0.006 0.544
C 3.283 2.817 -3.113 -0.009 -0.013 0.028 -1.341
C 2.112 3.516 -1.036 0.030 -0.017 0.045 -1.384
H 3.566 -2.386 2.626 0.027 -0.010 -0.006 0.433
H 2.320 -3.097 3.666 -0.021 -0.006 0.033 0.412
H 1.965 -1.632 2.765 0.022 0.010 0.001 -0.501
H 2.516 -4.388 1.601 -0.014 0.028 0.000 0.575
H 2.011 -1.771 0.165 0.125 -0.089 -0.065 0.047
H 1.939 -3.340 -0.632 0.025 0.006 -0.020 0.367
H 3.459 -2.746 0.053 0.029 0.006 0.046 0.474
H 0.981 -5.818 1.761 -0.004 -0.006 0.006 0.402
H -1.368 -6.554 1.928 -0.003 -0.011 0.001 0.381
H -3.167 -4.874 1.866 -0.019 -0.016 -0.004 0.313
H -2.666 -1.287 1.210 -0.022 -0.036 0.000 -0.563
H -3.932 -2.832 3.513 0.006 -0.026 0.006 0.385
H -4.276 -1.162 3.061 -0.027 0.019 -0.009 0.398
H -2.685 -1.603 3.715 -0.040 -0.015 0.012 0.321
H -4.736 -3.529 1.340 -0.019 -0.008 0.024 0.515
H -3.916 -3.115 -0.152 0.007 0.003 -0.044 0.340
H -4.927 -1.918 0.673 -0.006 0.021 -0.012 0.411
H -1.603 0.974 4.452 0.012 0.004 0.025 0.599
H -2.416 3.307 3.954 -0.004 0.007 0.008 0.475
H -2.038 4.247 1.643 -0.001 0.007 0.004 0.605
H 1.502 3.682 -5.066 0.032 0.019 0.005 0.461
H -0.407 2.947 -6.413 -0.005 0.006 -0.032 0.385
H -2.294 1.793 -5.326 -0.047 -0.017 -0.028 0.334
H -2.302 0.684 -1.822 -0.042 0.051 -0.079 -1.194
H -3.894 0.679 -4.420 -0.008 0.025 -0.031 0.555
H -4.054 -0.394 -3.043 -0.011 -0.018 0.010 0.372
H -2.626 -0.502 -4.083 -0.006 0.015 0.029 0.389
H -4.046 2.783 -3.169 -0.009 0.037 -0.010 0.387
H -3.182 3.042 -1.657 0.007 0.000 -0.003 0.322
H -4.476 1.829 -1.746 -0.034 -0.011 0.020 0.396
H 2.026 4.536 -2.885 0.071 -0.026 0.017 0.556
H 3.280 1.752 -2.876 0.016 0.009 0.006 0.212
H 4.172 3.267 -2.668 0.037 0.027 0.013 0.419
H 3.369 2.913 -4.194 -0.045 -0.014 -0.020 0.402
H 2.156 2.507 -0.626 0.027 0.091 -0.030 -0.086
H 1.287 4.059 -0.577 0.047 -0.016 -0.038 0.302
H 3.040 4.025 -0.762 0.014 0.022 0.008 0.643
S 1.789 -0.475 -2.329 -0.183 0.056 0.082 -0.791
C 0.345 -1.384 -2.651 0.097 -0.122 0.001 0.399
C 0.134 -2.159 -3.803 0.066 0.048 0.029 -0.927
C -1.000 -2.927 -3.897 -0.067 -0.024 0.040 -0.632
C -1.945 -2.918 -2.864 0.059 0.017 0.006 -0.692
C -1.704 -2.107 -1.785 -0.020 -0.087 0.015 -0.525
N -0.595 -1.364 -1.683 0.034 -0.010 -0.065 1.112
H 0.884 -2.148 -4.580 0.010 -0.011 -0.025 0.538
H -1.162 -3.542 -4.772 -0.005 -0.008 -0.019 0.410
H -2.846 -3.510 -2.911 -0.015 -0.021 -0.008 0.492
H -2.394 -2.032 -0.957 -0.005 -0.008 -0.012 0.234
C 5.120 0.832 2.639 -0.003 -0.014 0.010 -1.564
C 3.745 1.475 2.850 -0.067 -0.005 -0.089 1.913
C 3.826 3.003 2.736 0.016 0.002 0.033 -1.612
C 3.139 1.055 4.196 -0.006 -0.001 0.006 -1.475
C 2.845 0.998 1.790 0.005 -0.088 -0.019 -0.061
N 2.127 0.622 0.981 0.079 0.081 0.060 -0.090
H 5.778 1.151 3.447 0.027 0.014 0.008 0.427
H 5.557 1.141 1.690 0.008 0.001 -0.021 0.384
H 5.053 -0.255 2.656 -0.009 -0.013 0.013 0.270
H 4.467 3.377 3.535 0.011 0.013 0.002 0.455
H 2.841 3.458 2.841 -0.008 0.002 0.005 0.326
H 4.248 3.306 1.778 0.006 0.005 -0.021 0.325
H 3.818 1.365 4.990 -0.002 0.014 0.026 0.458
H 3.003 -0.024 4.253 0.014 -0.027 -0.002 0.301
H 2.172 1.531 4.357 -0.025 0.004 -0.002 0.313